The following is a DFT calculation (ωB97M-V with the def2-TZVPD basis set) of an isolated molecule of C5H8O2.

The geometry in XYZ format:
```
15
Properties=species:S:1:pos:R:3:nbo_charge:R:1
O -2.5404 0.8031 0.2730 -0.706
C -2.1349 -0.4926 0.6427 -0.084
C -0.9056 -0.9248 -0.1340 -0.095
O 0.1582 -0.0380 0.2439 -0.478
C 1.0785 0.2568 -0.6726 0.215
C 2.2960 0.8269 -0.3362 -0.432
C 3.0509 1.6745 0.3074 -0.259
H -1.8264 1.4065 0.5232 0.475
H -2.9616 -1.1711 0.4043 0.191
H -1.9345 -0.5662 1.7227 0.175
H -1.1021 -0.8350 -1.2097 0.185
H -0.6150 -1.9564 0.1015 0.192
H 0.8437 -0.0390 -1.6955 0.190
H 2.5448 -0.2856 -0.7735 0.260
H 4.0482 1.3411 0.6028 0.172
```

## Properties
Energy relative to the best compared isomer or geometry (same formula, charge and spin) (kcal per mole): 138.04
Frontier orbital gap (alpha / beta) (eV): 7.997 / 7.998
Highest occupied orbital energy (alpha / beta) (hartree): -0.2842 / -0.2842
LUMO level (alpha / beta) (eV): 0.263 / 0.264
Calculated total energy (eV): -9403.846

The following is a DFT calculation (ωB97M-V with the def2-TZVPD basis set) of an isolated molecule of C5H8O2.

The geometry in XYZ format:
```
15
Properties=species:S:1:pos:R:3:nbo_charge:R:1
C 0.8712 -0.2308 -0.9979 -0.891
C 0.1054 -0.1435 0.2663 0.198
C 0.4531 0.5345 1.5546 -0.438
C 0.2672 -0.9642 1.5029 -0.434
O -1.3144 -0.0531 -0.1009 -0.466
C -1.4705 0.1974 -1.3693 0.702
O -1.0535 1.1839 -2.1319 -0.666
H 1.5880 0.5970 -1.1198 0.187
H -0.0779 1.1734 -1.9842 0.535
H 1.4067 -1.1751 -1.1176 0.209
H 1.4581 0.9367 1.6443 0.224
H -0.3157 1.1057 2.0677 0.224
H 1.1410 -1.6085 1.5399 0.224
H -0.6278 -1.3678 1.9685 0.222
H -2.4308 -0.1854 -1.7227 0.169
```

## Properties
Energy relative to the best compared isomer or geometry (same formula, charge and spin) (kcal per mole): 119.80
Frontier orbital gap (alpha / beta) (eV): 7.278 / 7.280
Highest occupied orbital energy (alpha / beta) (hartree): -0.2696 / -0.2697
LUMO level (alpha / beta) (eV): -0.059 / -0.058
Calculated total energy (eV): -9404.637